Below is a structure of composition C31H47IrNO3P2S at a distorted geometry, with properties calculated with the ωB97M-V functional and the def2-TZVPD basis.

Geometry (Å):
Ir1 -0.281 0.110 -1.796
C1 -0.874 -1.445 0.428
C2 0.473 -1.249 -0.283
C3 0.540 -0.401 1.936
C4 -0.798 -0.862 1.691
C5 1.315 -0.606 0.807
C6 -1.945 -2.362 -0.008
H1 -1.818 -2.732 -1.041
H2 -2.910 -1.821 0.038
H3 -2.024 -3.247 0.660
C7 -1.866 -0.833 2.700
H4 -2.838 -0.753 2.205
H5 -1.735 0.026 3.374
H6 -1.857 -1.750 3.308
C8 0.982 0.100 3.257
H7 0.676 -0.601 4.045
H8 0.538 1.078 3.484
H9 2.070 0.196 3.304
C9 2.805 -0.653 0.876
H10 3.132 -1.462 1.577
H11 3.214 0.296 1.285
H12 3.290 -0.860 -0.101
C10 1.077 -2.522 -0.815
H13 1.397 -3.156 0.029
H14 1.959 -2.274 -1.409
H15 0.339 -3.085 -1.393
C11 -1.836 1.184 -5.620
C12 -1.950 -0.228 -5.519
C13 -1.239 -1.089 -6.525
C14 0.254 -0.795 -6.691
C15 0.850 -0.172 -5.438
C16 0.977 1.149 -5.305
C17 0.431 2.121 -6.325
C18 -1.028 1.829 -6.722
H16 -1.710 -0.962 -7.514
H17 0.420 -0.219 -7.613
H18 -1.368 -2.147 -6.271
H19 -1.069 1.301 -7.689
H20 -2.693 1.816 -5.307
H21 -2.874 -0.716 -5.178
H22 -1.488 2.793 -6.952
H23 0.509 3.136 -5.949
H24 1.792 1.605 -4.731
H25 1.014 2.093 -7.245
H26 0.748 -1.748 -6.888
H27 1.486 -0.863 -4.865
P1 -1.575 0.545 -3.562
P2 1.535 1.529 -1.876
C19 -0.894 2.490 -3.347
C20 0.548 2.804 -2.832
H28 -1.650 2.989 -2.686
H29 -0.945 2.953 -4.373
H30 1.165 3.094 -3.687
H31 0.461 3.675 -2.157
C21 2.503 2.472 -0.676
H32 2.367 2.082 0.335
H33 2.164 3.511 -0.687
H34 3.566 2.415 -0.940
C22 2.782 0.513 -2.743
H35 3.368 1.118 -3.439
H36 2.257 -0.287 -3.272
H37 3.462 0.059 -2.006
C23 -3.311 0.513 -2.951
H38 -3.364 0.156 -1.905
H39 -3.975 -0.138 -3.534
H40 -3.708 1.538 -2.971
C24 -1.060 -1.352 -3.404
H41 -0.486 -1.625 -2.481
H42 -0.400 -1.637 -4.259
H43 -2.006 -1.916 -3.429
O1 -3.350 0.441 0.128
C25 -2.612 1.404 0.425
N1 -1.357 1.616 -0.083
S1 -0.568 2.890 0.702
O2 0.496 2.453 1.580
O3 -0.260 3.986 -0.188
C26 -1.967 3.268 1.685
C27 -2.067 4.283 2.643
C28 -3.284 4.392 3.341
C29 -4.347 3.512 3.073
C30 -4.225 2.512 2.106
C31 -3.001 2.407 1.427
H44 -1.220 4.946 2.784
H45 -3.392 5.203 4.082
H46 -5.283 3.638 3.628
H47 -5.027 1.832 1.836

Cartesian forces, eV/Å:
1.240 0.885 3.103
2.365 -0.390 -0.797
-1.258 0.206 2.186
-2.012 -0.192 0.078
1.686 0.716 0.649
-0.438 -1.551 -0.874
-0.752 -0.133 -0.433
0.032 0.170 0.506
0.349 -0.313 0.036
0.132 0.507 -0.249
-0.574 0.224 0.312
0.068 -0.054 0.225
-0.115 -0.264 -0.112
-0.018 0.168 -0.063
0.200 0.048 0.445
0.059 0.143 -0.136
0.122 -0.245 -0.076
-0.162 0.081 0.034
0.633 0.229 -0.206
-0.330 0.548 -0.471
-0.167 -0.585 -0.232
-0.351 0.161 0.593
0.245 -0.117 0.107
-0.036 0.039 -0.293
-0.084 -0.360 -0.210
0.354 -0.036 -0.119
-1.656 1.917 -0.027
-1.415 -1.696 -0.182
-0.060 -0.469 0.054
-0.128 -0.294 0.203
1.611 -0.029 -1.253
1.411 0.191 -1.314
-0.385 -0.394 -0.002
-0.005 0.883 0.167
-0.174 -0.022 0.318
0.131 0.195 0.606
-0.110 0.138 0.043
-0.109 -0.242 0.592
0.150 -0.674 -0.407
-0.042 0.559 -0.547
-0.048 -0.025 0.054
0.071 0.165 0.126
-0.732 -0.648 0.337
0.399 -0.032 0.052
0.151 0.048 0.154
-0.475 0.474 0.001
0.105 0.298 -2.203
-1.886 -0.310 -0.337
0.258 1.090 -0.041
0.580 0.543 -0.358
0.567 -0.669 -0.393
-0.251 -0.673 1.185
-0.161 0.333 0.159
0.214 -0.508 -0.301
0.349 0.142 0.187
-0.017 0.140 -0.203
0.117 -0.176 0.105
-0.226 0.068 -0.021
0.132 0.255 -0.264
0.166 -0.184 0.038
0.331 0.291 0.127
-0.256 0.284 -0.137
-0.246 0.318 -0.203
0.421 0.289 -0.413
0.312 0.273 -0.109
0.040 -0.283 0.000
0.199 -0.645 -0.324
-0.150 -1.057 -0.180
-0.729 0.429 1.032
0.397 0.199 0.288
0.969 1.200 0.144
-0.236 -1.449 -0.809
0.877 0.039 -0.323
-1.442 -0.692 0.049
-0.176 -0.070 -0.573
-0.013 -0.429 0.041
-0.283 1.211 1.158
-0.420 -0.469 -0.321
0.538 0.244 -0.163
-0.006 0.102 -0.002
0.670 0.222 -0.155
-0.652 0.294 0.611
-0.246 0.051 0.233
-0.032 -0.616 -0.428
0.372 -0.108 -0.276
0.045 0.090 0.202

- spin multiplicity = 5
- calculated total energy (hartree) = -2674.5743
- total charge = +1
- energy relative to the best compared isomer or geometry (same formula, charge and spin) (kJ/mol) = 539.3
- highest occupied orbital energy (alpha / beta) (eV) = -8.40 / -10.89
- frontier orbital gap (alpha / beta) (eV) = 6.1 / 6.4
- LUMO level (alpha / beta) (eV) = -2.33 / -4.53


Below is a structure of composition C48H40As2N3NiS at a distorted geometry, with properties calculated with the ωB97M-V functional and the def2-TZVPD basis.

Geometry (Å):
Ni1 0.152 0.965 2.277
C1 0.732 -1.048 -1.032
C2 0.307 -2.305 -0.214
As1 -1.374 -1.973 0.773
C3 -2.626 -1.502 -0.574
C4 -3.093 -2.483 -1.488
C5 -3.778 -2.070 -2.639
C6 -4.077 -0.716 -2.819
C7 -3.701 0.233 -1.877
C8 -3.015 -0.152 -0.738
C9 -1.770 -3.793 1.370
C10 -1.689 -4.846 0.459
C11 -1.984 -6.135 0.875
C12 -2.391 -6.383 2.191
C13 -2.494 -5.317 3.087
C14 -2.267 -4.030 2.664
As2 0.548 -1.236 -3.008
C15 2.365 -1.771 -3.468
C16 2.552 -2.919 -4.275
C17 3.858 -3.309 -4.501
C18 4.952 -2.526 -4.041
C19 4.742 -1.348 -3.350
C20 3.427 -1.010 -3.048
C21 0.573 0.670 -3.515
C22 -0.324 1.534 -2.900
C23 -0.254 2.919 -3.099
C24 0.597 3.430 -4.052
C25 1.532 2.579 -4.647
C26 1.466 1.181 -4.475
H1 1.784 -0.846 -0.812
H2 0.137 -0.180 -0.773
H3 1.093 -2.555 0.530
H4 0.188 -3.203 -0.793
H5 -2.927 -3.520 -1.223
H6 -4.065 -2.821 -3.388
H7 -4.540 -0.415 -3.774
H8 -3.843 1.303 -2.053
H9 -2.664 0.620 -0.042
H10 -1.216 -4.652 -0.509
H11 -1.839 -6.923 0.146
H12 -2.580 -7.400 2.538
H13 -2.689 -5.520 4.107
H14 -2.392 -3.161 3.352
H15 1.699 -3.418 -4.708
H16 4.061 -4.218 -5.053
H17 5.964 -2.828 -4.304
H18 5.584 -0.752 -3.011
H19 3.167 -0.114 -2.504
H20 -1.083 1.120 -2.241
H21 -0.962 3.568 -2.564
H22 0.604 4.486 -4.363
H23 2.350 3.029 -5.250
H24 2.186 0.499 -4.922
N1 2.367 3.809 0.649
C27 3.607 3.438 0.096
C28 4.272 4.265 -0.799
C29 5.384 3.797 -1.494
C30 5.829 2.492 -1.328
C31 5.239 1.704 -0.327
C32 4.076 2.118 0.307
S1 3.318 0.994 1.358
N2 1.715 1.671 1.525
C33 1.536 2.961 1.306
C34 0.205 3.507 1.713
C35 -0.200 4.807 1.334
C36 -1.531 5.165 1.544
C37 -2.261 4.395 2.448
C38 -1.776 3.161 2.899
N3 -0.625 2.668 2.427
H25 2.101 4.789 0.690
H26 3.919 5.281 -0.961
H27 5.903 4.488 -2.132
H28 6.650 2.101 -1.875
H29 5.673 0.755 -0.116
H30 0.496 5.489 0.929
H31 -1.930 6.106 1.215
H32 -3.224 4.705 2.831
H33 -2.382 2.570 3.576
C39 -4.515 0.290 4.828
C40 -4.707 0.133 3.473
C41 -3.664 -0.339 2.668
C42 -2.384 -0.550 3.222
C43 -1.224 -0.822 2.415
C44 0.088 -0.843 3.053
C45 0.213 -0.797 4.466
C46 -0.883 -0.506 5.268
C47 -2.177 -0.423 4.647
C48 -3.311 0.003 5.434
H34 -5.332 0.494 5.512
H35 -5.692 0.354 3.033
H36 -3.874 -0.550 1.620
H37 0.890 -1.367 2.486
H38 1.213 -0.940 4.905
H39 -0.768 -0.235 6.310
H40 -3.220 0.127 6.524

Cartesian forces, eV/Å:
-1.161 -2.119 0.146
0.381 -0.570 -0.074
0.637 1.535 0.861
0.613 -1.019 0.841
-1.359 0.713 -0.739
0.256 1.063 0.556
0.037 -0.256 0.549
0.161 -0.299 -0.851
-0.029 0.286 -0.123
1.096 -0.521 0.053
-1.095 0.400 0.372
1.022 0.466 0.227
-0.150 -0.146 0.062
0.298 0.136 -0.323
0.089 -0.604 -0.795
0.652 1.561 -0.011
-0.663 -0.253 -0.379
-0.694 -0.606 -0.699
0.417 1.122 0.886
0.864 0.243 0.007
-0.535 -0.573 -0.619
-0.152 -0.390 0.148
0.171 0.415 0.295
0.273 -0.040 -0.435
0.196 0.278 0.405
-1.346 -0.260 -0.027
0.988 0.294 -0.255
0.390 -0.509 -0.846
0.181 0.721 1.207
-0.197 0.247 0.053
0.009 0.288 0.173
-0.543 0.179 -0.244
-0.418 -0.292 -0.376
0.023 -0.019 -0.526
0.035 0.443 0.399
0.144 -0.055 0.688
-0.256 -0.445 0.040
-0.121 -0.312 -0.157
-0.471 -0.391 0.203
-0.159 -0.180 0.230
0.072 0.304 -0.185
-0.469 -0.067 0.800
0.139 -0.909 -0.463
-0.007 -0.299 0.092
0.035 0.079 -0.083
-0.191 -0.063 0.136
-0.176 0.039 -0.093
0.410 0.238 0.210
0.188 0.187 0.120
0.327 -0.289 -0.328
0.003 -0.473 0.575
-0.853 -0.498 0.166
-0.047 0.356 -0.105
0.747 0.495 0.266
-0.485 -0.996 -0.427
0.144 -0.052 0.215
-0.227 -0.070 0.166
-0.609 0.383 1.388
-0.241 0.848 -1.242
0.688 1.253 -0.689
-1.296 -0.395 1.040
1.357 0.521 -0.522
-2.498 0.826 0.757
1.634 0.414 -0.606
-1.696 -1.021 0.479
1.545 0.309 0.554
-0.525 -1.728 0.828
-0.716 1.471 -1.039
0.763 0.293 -0.099
0.497 -0.518 -0.219
0.027 -0.163 0.031
0.092 0.020 -0.396
0.667 -0.106 -0.324
0.024 -0.754 0.117
0.281 0.614 -0.767
0.070 0.255 -0.149
0.016 0.129 -0.162
0.230 -0.195 -0.006
0.187 -0.436 1.667
0.100 -0.513 -1.601
-0.876 0.302 0.720
-0.018 0.012 0.656
1.875 -0.261 -0.450
-0.757 -2.142 -0.968
-0.296 0.623 1.427
0.800 -0.342 -1.727
-1.209 1.418 0.288
0.840 -0.298 -0.580
-0.115 0.409 -0.377
0.578 -0.234 0.176
0.239 0.219 0.246
-0.327 0.600 0.392
-0.573 0.246 -0.244
-0.071 -0.418 0.043
0.118 -0.156 -0.628

- spin multiplicity = 3
- calculated total energy (hartree) = -8395.0919
- total charge = +1
- energy relative to the best compared isomer or geometry (same formula, charge and spin) (kJ/mol) = 17.6
- highest occupied orbital energy (alpha / beta) (eV) = -7.18 / -9.38
- frontier orbital gap (alpha / beta) (eV) = 4.2 / 6.4
- LUMO level (alpha / beta) (eV) = -3.00 / -3.02


Below is a cluster of 3 separate species, C29H42BrF16N3O6P3S in total at a distorted geometry, with properties calculated with the ωB97M-V functional and the def2-TZVPD basis.

Geometry (Å):
C1 2.030 -1.284 4.929
C2 2.234 -0.991 3.327
P1 1.378 -2.454 2.431
C3 2.501 -3.012 0.968
C4 -0.357 -1.897 1.748
P2 -1.206 -1.381 3.407
N1 -2.767 -1.732 3.462
N2 -0.877 -3.237 1.268
P3 -1.400 -4.652 2.225
O1 -2.908 -4.753 2.412
O2 -0.902 -6.132 1.481
O3 -0.646 -4.669 3.772
C5 -0.955 -3.512 -0.066
S1 -0.326 -1.985 -0.862
C6 -0.406 -0.803 0.568
C7 0.551 0.484 0.609
C8 2.050 0.243 0.087
C9 2.514 1.487 -0.866
Br1 4.324 2.141 -0.248
C10 -1.888 -0.102 0.520
C11 -2.387 0.244 -0.966
C12 -3.508 -0.831 -1.428
N3 -4.826 -0.464 -0.843
C13 -5.493 -1.597 -0.148
C14 -6.464 -1.111 1.057
C15 -6.270 -1.525 2.537
C16 -7.207 -1.056 3.703
C17 -8.402 -0.132 3.348
C18 -8.654 0.309 1.859
C19 -7.700 -0.193 0.718
O4 -7.872 0.129 -0.658
H1 1.725 -2.384 5.048
H2 2.947 -1.009 5.545
H3 1.105 -0.661 5.237
H4 3.356 -1.009 3.073
H5 1.736 0.016 3.136
H6 1.913 -3.505 0.124
H7 3.230 -2.202 0.633
H8 3.154 -3.853 1.426
H9 -1.022 0.051 3.592
H10 -0.582 -2.137 4.478
H11 -3.042 -2.188 2.579
H12 -0.160 -5.968 0.855
H13 0.251 -5.055 3.579
H14 -1.294 -4.484 -0.554
H15 0.081 1.254 -0.119
H16 0.498 1.001 1.643
H17 2.182 -0.695 -0.555
H18 2.826 0.220 0.934
H19 2.670 1.173 -1.950
H20 1.828 2.392 -0.773
H21 -2.697 -0.731 1.024
H22 -1.757 0.912 1.063
H23 -2.952 1.253 -0.889
H24 -1.559 0.411 -1.733
H25 -3.619 -0.923 -2.561
H26 -3.158 -1.864 -1.046
H27 -4.776 0.358 -0.226
H28 -6.173 -2.204 -0.848
H29 -4.757 -2.354 0.317
H30 -5.407 -2.216 2.846
H31 -7.035 -1.358 4.798
H32 -9.094 0.256 4.165
H33 -9.550 0.987 1.610
H34 -8.466 0.903 -0.765
C20 -2.482 5.754 -1.769
C21 -2.027 4.660 -0.781
C22 -0.965 5.079 0.236
F1 0.185 5.467 -0.343
F2 -0.648 4.029 1.043
F3 -1.629 3.569 -1.483
F4 -3.136 4.270 -0.084
O5 -1.873 5.754 -3.067
C23 -0.629 6.416 -3.198
C24 0.510 5.462 -3.572
F5 0.659 4.475 -2.657
F6 1.691 6.121 -3.627
F7 -0.378 7.128 -2.083
F8 -0.795 7.321 -4.188
H35 -3.537 5.553 -1.976
H36 -2.476 6.750 -1.318
H37 -1.326 5.890 0.873
H38 0.325 4.996 -4.542
C25 7.668 0.372 -3.278
C26 6.155 0.116 -3.120
C27 5.712 -0.476 -1.780
F9 6.254 -1.685 -1.543
F10 4.361 -0.658 -1.766
F11 5.727 -0.645 -4.156
F12 5.532 1.324 -3.262
O6 8.430 -0.625 -3.971
C28 8.888 -1.730 -3.217
C29 8.276 -3.056 -3.683
F13 6.926 -3.037 -3.613
F14 8.692 -4.080 -2.898
F15 8.696 -1.492 -1.905
F16 10.227 -1.770 -3.395
H39 7.758 1.258 -3.913
H40 8.141 0.660 -2.335
H41 5.964 0.188 -0.950
H42 8.558 -3.273 -4.715

Cartesian forces, eV/Å:
-0.924 0.129 -0.799
-0.133 -0.002 1.159
1.129 -0.494 -0.498
0.813 -0.400 0.444
2.194 0.779 0.611
-3.258 -0.837 0.253
1.741 0.044 -1.073
-0.875 -2.205 -1.665
-3.956 -3.550 4.199
4.185 0.938 -1.158
0.559 3.896 0.231
-0.074 -0.190 -4.322
1.697 4.724 1.431
-0.565 -1.828 -0.812
-2.870 -0.087 1.355
0.835 -0.245 -1.150
0.727 1.100 -0.404
-0.175 -0.358 0.320
-1.183 -0.004 -0.194
0.136 0.571 -0.517
-1.325 0.405 0.099
0.658 0.170 0.011
0.646 -0.963 0.673
-1.643 -0.464 1.462
-2.112 1.172 2.152
-2.211 1.667 -0.332
-1.082 1.483 -3.798
2.498 -1.129 -2.841
2.699 -2.153 0.673
0.487 -0.649 3.031
-0.068 0.019 2.311
0.774 1.596 0.154
-1.350 -0.380 -0.853
1.728 -0.946 -0.100
-1.826 0.160 0.114
1.076 -1.284 -0.142
0.861 0.960 1.033
-1.212 -1.123 0.079
-1.089 1.361 -0.634
0.797 -0.918 -0.186
0.429 1.015 -0.884
-0.317 0.189 0.715
-0.332 -0.539 0.581
-0.724 0.554 0.695
0.484 1.462 0.766
0.541 -1.389 1.162
0.073 -1.142 -1.595
-0.443 1.228 1.094
-1.391 -0.218 -1.167
-0.320 0.525 1.576
0.983 -1.266 -0.194
1.164 0.911 -0.559
-0.384 -1.839 -0.509
1.036 -1.536 -0.263
-0.966 -0.388 1.073
0.417 0.264 1.427
-0.667 1.345 -0.508
0.076 -0.716 -0.330
1.134 0.979 0.730
-0.818 1.083 -0.579
-1.400 1.211 -0.734
-0.172 0.432 -2.077
1.066 -0.637 -1.345
1.617 -1.229 0.389
0.405 -0.748 0.377
-0.685 0.309 -0.504
-0.201 -0.054 -0.855
0.296 0.048 0.671
-0.145 -0.150 -0.005
-0.244 -0.259 -0.077
0.234 -0.025 0.202
0.265 0.269 0.225
1.338 -0.011 0.731
-1.789 0.599 0.323
0.645 -0.355 -0.358
-0.236 0.061 -0.006
-0.399 0.204 0.037
0.443 -0.076 -0.282
0.379 -0.460 -0.047
0.210 -0.204 0.000
0.278 -0.193 0.075
-0.151 -0.001 -0.083
-0.184 0.138 -0.021
0.609 0.524 -0.353
0.361 -0.214 -0.902
-0.095 -0.040 0.511
-0.114 0.015 -0.105
-0.119 0.062 -0.248
-0.076 -0.075 0.329
0.065 -0.115 0.409
-0.575 -1.030 1.001
0.395 1.877 -0.107
-0.235 -0.726 -0.308
0.160 0.232 -0.020
0.209 0.379 0.054
0.083 -0.517 -0.048
-0.334 -0.430 -0.167
-0.187 -0.231 -0.057
-0.216 -0.258 0.027
0.068 0.014 -0.218
0.149 0.183 0.013

- calculated total energy (hartree) = -7339.5135
- total charge = +1
- highest occupied orbital energy (eV) = -9.75
- frontier orbital gap (eV) = 4.5
- LUMO level (eV) = -5.20